Density functional theory data (ωB97M-V with the def2-TZVPD basis set) for the ion C3H8N3 with charge +1.

CARTESIAN COORDINATES (ANGSTROEM)
C: 1.019 -0.977 0.296
C: 1.064 0.499 0.678
C: -1.277 0.229 -0.144
N: -1.188 1.078 -2.329
N: -0.449 0.553 -1.508
N: -0.224 -0.272 0.768
H: 1.097 -1.185 -0.853
H: 1.294 -1.878 0.965
H: 1.381 0.760 1.742
H: 1.076 1.293 0.054
H: -1.728 1.146 0.090
H: -1.855 -0.629 -0.395
H: -0.629 1.245 -3.173
H: -0.546 -0.565 1.611

gap between HOMO and LUMO (spin up / spin down) = 8.1 / 10.4 eV
largest force on an atom = 6.9 eV/Å
⟨S²⟩ = 2.01
multiplicity = 3
energy above the lowest of the compared OMol25 structures with the same formula, charge and spin = 198.4 kJ/mol
total charge = +1
LUMO energy (spin up / spin down) = -3.2 / -6.0 eV

Electronic structure analysis, Mulliken charges in units of e: atom 1 (C): -0.2581, atom 2 (C): -0.3864, atom 3 (C): -0.3896, atom 4 (N): -0.6969, atom 5 (N): 0.2072, atom 6 (N): 0.0515, atom 7 (H): 0.2636, atom 8 (H): 0.2926, atom 9 (H): 0.2668, atom 10 (H): 0.3633, atom 11 (H): 0.3733, atom 12 (H): 0.3574, atom 13 (H): 0.2854, atom 14 (H): 0.2699

***

Density functional theory data (ωB97M-V with the def2-TZVPD basis set) for a cluster of 4 separate species, C2H12NO3 in total.

CARTESIAN COORDINATES (ANGSTROEM)
C: -1.542 -0.428 0.067
C: -0.976 1.021 1.869
N: -0.574 0.372 0.827
H: -2.112 -1.136 0.662
H: -2.182 0.346 -0.422
H: -1.016 -0.872 -0.750
H: -1.970 0.671 2.262
H: -0.525 1.818 2.363
H: 0.455 0.383 0.600
H: -0.060 0.170 -4.360
H: -0.516 1.493 -3.775
O: -0.397 0.532 -3.476
H: 0.724 -2.255 0.014
H: 2.081 -1.958 -0.535
O: 1.327 -1.507 -0.204
H: 2.743 0.935 2.108
H: 2.505 -0.210 1.277
O: 2.035 0.626 1.475

gap between HOMO and LUMO = 9.7 eV
largest force on an atom = 3.7 eV/Å
energy above the lowest of the compared OMol25 structures with the same formula, charge and spin = 165.1 kJ/mol
total charge = +1
LUMO energy = -4.6 eV

Electronic structure analysis, Mulliken charges in units of e: atom 1 (C): -1.0505, atom 2 (C): -0.1566, atom 3 (N): 0.0871, atom 4 (H): 0.3991, atom 5 (H): 0.3858, atom 6 (H): 0.3614, atom 7 (H): 0.2603, atom 8 (H): 0.3038, atom 9 (H): 0.4507, atom 10 (H): 0.3271, atom 11 (H): 0.3290, atom 12 (O): -0.6399, atom 13 (H): 0.3238, atom 14 (H): 0.2923, atom 15 (O): -0.6429, atom 16 (H): 0.3385, atom 17 (H): 0.3069, atom 18 (O): -0.6757

***

Density functional theory data (ωB97M-V with the def2-TZVPD basis set) for an isolated molecule of C9H10F3NO.

CARTESIAN COORDINATES (ANGSTROEM)
C: -2.203 2.175 -0.103
C: -1.128 1.120 -0.234
C: -1.327 0.081 -1.224
C: -0.644 -1.049 -1.352
N: -0.339 -2.185 -1.693
C: 0.015 1.202 0.456
C: 1.056 0.178 0.469
C: 0.860 -1.179 0.654
C: -0.433 -1.619 1.496
O: 1.677 -2.204 0.427
C: 2.384 0.706 -0.059
F: 2.825 -0.097 -1.007
F: 3.380 0.529 0.949
F: 2.488 1.944 -0.471
H: -2.947 1.873 0.581
H: -2.812 2.250 -1.011
H: -1.643 3.204 0.166
H: -2.111 0.211 -1.860
H: 0.446 -2.404 -2.174
H: 0.071 2.176 1.094
H: -0.610 -0.800 2.196
H: -0.185 -2.496 1.995
H: -1.263 -1.677 0.737
H: 2.445 -1.941 -0.031

gap between HOMO and LUMO = 8.8 eV
SMILES = C/C(C=C=N)=C/C(=C(\C)O)C(F)(F)F
largest force on an atom = 4.4 eV/Å
energy above the lowest of the compared OMol25 structures with the same formula, charge and spin = 176.4 kJ/mol
LUMO energy = 0.7 eV

Electronic structure analysis, Mulliken charges in units of e: atom 1 (C): -1.4129, atom 2 (C): 1.3716, atom 3 (C): -0.8000, atom 4 (C): 0.0729, atom 5 (N): -0.5519, atom 6 (C): -0.8098, atom 7 (C): 0.3463, atom 8 (C): 0.2632, atom 9 (C): -1.1296, atom 10 (O): -0.5133, atom 11 (C): 0.7670, atom 12 (F): -0.2825, atom 13 (F): -0.3115, atom 14 (F): -0.2590, atom 15 (H): 0.2977, atom 16 (H): 0.3617, atom 17 (H): 0.3217, atom 18 (H): 0.4526, atom 19 (H): 0.2734, atom 20 (H): 0.1147, atom 21 (H): 0.3302, atom 22 (H): 0.4987, atom 23 (H): 0.2642, atom 24 (H): 0.3347

***

Density functional theory data (ωB97M-V with the def2-TZVPD basis set) for a structure of composition C31H37BrGe2NOPt.

CARTESIAN COORDINATES (ANGSTROEM)
Pt: 0.312 -1.089 0.127
C: -3.324 -0.169 -1.570
C: -3.439 0.392 -0.153
Ge: -1.696 0.474 0.769
C: -1.923 1.062 2.641
C: -0.599 1.511 3.255
C: -1.251 2.256 0.066
C: -0.230 2.501 -0.760
Ge: 0.979 0.962 -0.965
C: 2.570 1.458 0.126
C: 3.797 2.151 -0.471
C: 0.943 0.427 -2.878
C: 1.961 0.941 -3.899
C: 0.035 3.819 -1.401
C: 1.187 4.042 -2.148
C: 1.442 5.268 -2.751
C: 0.535 6.306 -2.620
C: -0.627 6.103 -1.883
C: -0.871 4.879 -1.287
H: -4.285 -0.175 -2.090
H: -2.939 -1.191 -1.558
H: -2.633 0.434 -2.165
H: -4.151 -0.191 0.436
H: -3.791 1.425 -0.169
H: -2.385 0.288 3.259
H: -2.632 1.892 2.574
H: 0.115 0.684 3.297
H: -0.727 1.894 4.271
H: -0.143 2.303 2.657
H: -1.966 3.033 0.368
H: 2.878 0.523 0.598
H: 2.107 2.076 0.898
H: 4.335 1.489 -1.155
H: 4.497 2.436 0.318
H: 3.542 3.062 -1.011
H: -0.074 0.715 -3.159
H: 0.976 -0.664 -2.852
H: 2.003 2.029 -3.937
H: 1.703 0.597 -4.904
H: 2.965 0.569 -3.681
H: 1.903 3.240 -2.265
H: 2.351 5.407 -3.323
H: 0.727 7.263 -3.088
H: -1.346 6.906 -1.777
H: -1.785 4.734 -0.724
Br: -0.173 -3.332 1.221
C: 1.461 -4.122 0.745
C: 1.708 -5.472 1.157
C: 2.867 -6.059 0.786
C: 3.804 -5.328 -0.006
C: 3.556 -4.022 -0.403
C: 4.488 -3.321 -1.193
C: 4.229 -1.963 -1.611
C: 3.099 -1.344 -1.246
C: 2.061 -1.997 -0.414
C: 2.320 -3.360 -0.012
H: 0.977 -6.000 1.754
H: 3.081 -7.076 1.087
H: 4.731 -5.792 -0.315
H: 5.402 -3.821 -1.485
H: 4.954 -1.439 -2.221
H: 2.966 -0.330 -1.583
O: -2.436 -1.866 1.561
N: -3.396 -2.152 2.383
C: -4.630 -2.417 1.909
C: -5.669 -2.703 2.771
C: -5.447 -2.728 4.136
C: -4.167 -2.482 4.602
C: -3.152 -2.201 3.709
H: -4.710 -2.385 0.833
H: -6.647 -2.905 2.358
H: -6.253 -2.941 4.824
H: -3.940 -2.500 5.658
H: -2.125 -2.012 3.982

gap between HOMO and LUMO (spin up / spin down) = 5.1 / 5.9 eV
largest force on an atom = 1.2 eV/Å
⟨S²⟩ = 3.79
multiplicity = 4
LUMO energy (spin up / spin down) = -0.1 / -2.0 eV

Electronic structure analysis, Mulliken charges in units of e: atom 1 (Pt): 0.3572, atom 2 (C): -1.2533, atom 3 (C): -0.5482, atom 4 (Ge): 0.0406, atom 5 (C): -0.4809, atom 6 (C): -1.2921, atom 7 (C): -0.7581, atom 8 (C): 0.5627, atom 9 (Ge): -1.1073, atom 10 (C): -0.4693, atom 11 (C): -0.9583, atom 12 (C): -0.4626, atom 13 (C): -0.9682, atom 14 (C): 0.9133, atom 15 (C): 0.8752, atom 16 (C): -1.1521, atom 17 (C): -0.4387, atom 18 (C): -0.7709, atom 19 (C): -0.9928, atom 20 (H): 0.4110, atom 21 (H): 0.2779, atom 22 (H): 0.1932, atom 23 (H): 0.4137, atom 24 (H): 0.5037, atom 25 (H): 0.2735, atom 26 (H): 0.4192, atom 27 (H): 0.2941, atom 28 (H): 0.4169, atom 29 (H): 0.2051, atom 30 (H): 0.2584, atom 31 (H): 0.5754, atom 32 (H): 0.4659, atom 33 (H): 0.1812, atom 34 (H): 0.3998, atom 35 (H): 0.2111, atom 36 (H): 0.4260, atom 37 (H): 0.5969, atom 38 (H): 0.2257, atom 39 (H): 0.3971, atom 40 (H): 0.1644, atom 41 (H): -0.2036, atom 42 (H): 0.4019, atom 43 (H): 0.3816, atom 44 (H): 0.4039, atom 45 (H): 0.3308, atom 46 (Br): -0.0769, atom 47 (C): 1.3022, atom 48 (C): -0.9729, atom 49 (C): -0.6081, atom 50 (C): -0.7553, atom 51 (C): 0.9371, atom 52 (C): -1.1926, atom 53 (C): -1.0560, atom 54 (C): 1.3189, atom 55 (C): -0.5533, atom 56 (C): -0.0431, atom 57 (H): 0.4106, atom 58 (H): 0.3776, atom 59 (H): 0.3697, atom 60 (H): 0.3437, atom 61 (H): 0.4822, atom 62 (H): -0.0899, atom 63 (O): -0.3672, atom 64 (N): 0.1141, atom 65 (C): -0.0234, atom 66 (C): -0.9112, atom 67 (C): -0.0790, atom 68 (C): -0.9868, atom 69 (C): 0.0685, atom 70 (H): 0.5770, atom 71 (H): 0.3861, atom 72 (H): 0.3942, atom 73 (H): 0.3952, atom 74 (H): 0.5176

***

Density functional theory data (ωB97M-V with the def2-TZVPD basis set) for a structure of composition C5H8N3O2.

CARTESIAN COORDINATES (ANGSTROEM)
C: -0.859 0.422 -1.058
C: -1.799 1.015 -0.359
C: -0.555 0.749 1.556
C: 2.538 -0.749 -0.303
C: 0.204 -0.370 -0.349
N: -1.591 1.288 0.993
N: 0.255 -0.037 0.971
N: 1.426 -0.477 -0.972
O: 2.613 -0.684 0.893
O: -0.459 -2.017 -0.436
H: -0.966 0.007 -2.125
H: -2.609 1.684 -0.739
H: -0.367 1.014 2.624
H: 3.469 -1.021 -0.908
H: -2.440 1.699 1.459
H: 1.139 -0.303 1.478
H: 1.382 -0.435 -1.998
H: -1.381 -1.785 -0.728

gap between HOMO and LUMO = 9.8 eV
largest force on an atom = 4.9 eV/Å
energy above the lowest of the compared OMol25 structures with the same formula, charge and spin = 147.2 kJ/mol
total charge = +1
LUMO energy = -4.2 eV

Electronic structure analysis, Mulliken charges in units of e: atom 1 (C): -1.1595, atom 2 (C): -0.0986, atom 3 (C): -0.0990, atom 4 (C): 0.0591, atom 5 (C): 0.9131, atom 6 (N): -0.0803, atom 7 (N): -0.0292, atom 8 (N): -0.0978, atom 9 (O): -0.5745, atom 10 (O): -0.5917, atom 11 (H): 0.3920, atom 12 (H): 0.3755, atom 13 (H): 0.3901, atom 14 (H): 0.3482, atom 15 (H): 0.3142, atom 16 (H): 0.3291, atom 17 (H): 0.2342, atom 18 (H): 0.3750

***

Density functional theory data (ωB97M-V with the def2-TZVPD basis set) for a structure of composition C3H3ClFNO2.

CARTESIAN COORDINATES (ANGSTROEM)
C: -0.057 -1.168 0.543
C: -0.768 0.044 1.035
C: -0.526 1.337 0.614
H: 0.132 -3.053 -0.937
H: 1.725 -0.305 -0.657
H: -1.676 -0.304 1.634
N: 0.789 -1.123 -0.473
O: 1.073 -2.275 -1.204
O: -0.557 -2.406 0.763
F: -1.092 2.329 1.101
Cl: 0.476 1.572 -0.957

gap between HOMO and LUMO = 8.9 eV
largest force on an atom = 6.6 eV/Å
energy above the lowest of the compared OMol25 structures with the same formula, charge and spin = 556.4 kJ/mol
LUMO energy = -0.3 eV

Electronic structure analysis, Mulliken charges in units of e: atom 1 (C): 0.6489, atom 2 (C): -0.3804, atom 3 (C): 0.3939, atom 4 (H): 0.4336, atom 5 (H): 0.3660, atom 6 (H): 0.3073, atom 7 (N): -0.1362, atom 8 (O): -0.5200, atom 9 (O): -0.7546, atom 10 (F): -0.1692, atom 11 (Cl): -0.1893

***

Density functional theory data (ωB97M-V with the def2-TZVPD basis set) for the ion C5H10N3 with charge +1.

CARTESIAN COORDINATES (ANGSTROEM)
C: 0.307 -1.597 -0.215
N: 1.538 -1.393 -0.142
C: 2.114 -0.169 0.154
N: 1.029 0.914 0.485
C: -0.083 0.911 -0.514
C: -0.832 -0.372 -0.063
C: -2.304 -0.450 -0.377
N: -1.829 -0.193 0.919
H: -0.142 -2.570 -0.415
H: 2.704 -0.242 0.991
H: 2.683 0.161 -0.737
H: 1.579 1.785 0.695
H: 0.566 0.571 1.430
H: 0.519 0.815 -1.468
H: -0.649 1.879 -0.532
H: -2.460 0.426 -0.998
H: -2.860 -1.308 -0.619
H: -1.880 0.832 1.406

gap between HOMO and LUMO = 10.1 eV
SMILES = C1=NC[NH2+]C[C@@]12CN2
largest force on an atom = 4.6 eV/Å
energy above the lowest of the compared OMol25 structures with the same formula, charge and spin = 400.7 kJ/mol
total charge = +1
LUMO energy = -3.5 eV

Electronic structure analysis, Mulliken charges in units of e: atom 1 (C): -0.0970, atom 2 (N): -0.4707, atom 3 (C): -0.5777, atom 4 (N): -0.3048, atom 5 (C): -0.6338, atom 6 (C): 0.4946, atom 7 (C): -0.5462, atom 8 (N): -0.5327, atom 9 (H): 0.4143, atom 10 (H): 0.4463, atom 11 (H): 0.3982, atom 12 (H): 0.3629, atom 13 (H): 0.4377, atom 14 (H): 0.3171, atom 15 (H): 0.3764, atom 16 (H): 0.2501, atom 17 (H): 0.3247, atom 18 (H): 0.3406

***

Density functional theory data (ωB97M-V with the def2-TZVPD basis set) for a cluster of 2 separate species, C10H16 in total.

CARTESIAN COORDINATES (ANGSTROEM)
C: 2.801 0.200 0.905
C: 1.449 -0.384 0.658
C: 1.112 -1.069 -0.490
C: 0.159 -2.086 -0.492
C: -0.577 -2.350 0.651
C: -0.423 -1.521 1.758
C: 0.565 -0.560 1.756
H: 3.205 0.645 -0.006
H: 3.509 -0.497 1.356
H: 2.747 0.985 1.669
H: 1.668 -0.843 -1.396
H: 0.171 -2.839 -1.260
H: -1.314 -3.139 0.639
H: -1.086 -1.476 2.607
H: 0.671 0.203 2.520
C: -1.574 3.030 -0.396
C: -1.620 2.372 -1.787
C: -1.471 0.852 -1.815
H: -1.077 3.989 -0.514
H: -1.033 2.435 0.329
H: -2.575 3.205 -0.012
H: -2.542 2.672 -2.293
H: -0.885 2.823 -2.434
H: -0.697 0.577 -1.098
H: -2.372 0.298 -1.549
H: -1.199 0.548 -2.829

gap between HOMO and LUMO = 9.9 eV
SMILES = Cc1ccccc1.CCC
largest force on an atom = 2.0 eV/Å
energy above the lowest of the compared OMol25 structures with the same formula, charge and spin = 82.2 kJ/mol
LUMO energy = 1.0 eV

Electronic structure analysis, Mulliken charges in units of e: atom 1 (C): -1.4082, atom 2 (C): 0.7776, atom 3 (C): -0.3946, atom 4 (C): -0.3987, atom 5 (C): -0.4370, atom 6 (C): -0.5285, atom 7 (C): -0.3852, atom 8 (H): 0.3637, atom 9 (H): 0.2965, atom 10 (H): 0.3575, atom 11 (H): 0.3085, atom 12 (H): 0.4061, atom 13 (H): 0.3810, atom 14 (H): 0.3643, atom 15 (H): 0.3094, atom 16 (C): -0.9009, atom 17 (C): -0.4147, atom 18 (C): -0.5940, atom 19 (H): 0.2888, atom 20 (H): 0.2111, atom 21 (H): 0.2936, atom 22 (H): 0.3235, atom 23 (H): 0.2929, atom 24 (H): -0.1701, atom 25 (H): 0.3151, atom 26 (H): 0.3423

***

Density functional theory data (ωB97M-V with the def2-TZVPD basis set) for a structure of composition BrHg2.

CARTESIAN COORDINATES (ANGSTROEM)
Hg: 1.720 -0.743 -0.660
Hg: -1.510 -0.293 1.500
Br: -0.211 1.036 -0.840

gap between HOMO and LUMO = 7.1 eV
largest force on an atom = 2.2 eV/Å
energy above the lowest of the compared OMol25 structures with the same formula, charge and spin = 24.0 kJ/mol
total charge = +3
LUMO energy = -19.3 eV

Electronic structure analysis, Mulliken charges in units of e: atom 1 (Hg): 1.3473, atom 2 (Hg): 1.4275, atom 3 (Br): 0.2252